Formula: C50H49BInNO18P
Source: the OMol25 dataset
Level of theory: the ωB97M-V functional and the def2-TZVPD basis

Results
* spin multiplicity: 1
* strongest force on any atom: 4.9 eV Å⁻¹
* HOMO level: -0.1503 Ha
* Kohn-Sham gap: 3.511 eV
* energy: -3899.81744 a.u.
* charge: -1

```
121
Properties=species:S:1:pos:R:3:mulliken_charge:R:1
C 1.2737 1.4992 2.2882 -0.305
C 0.5135 2.7497 1.5474 -0.626
C 0.3257 2.5742 -0.0792 0.983
C 1.6841 2.1385 -0.8843 -0.481
In 1.7017 0.0294 -1.6993 0.366
C 3.2679 0.0244 -3.3970 -0.707
B 2.8434 1.1325 -4.5583 0.572
O 1.9774 2.3118 -4.2914 -0.547
O 3.3677 0.9667 -5.9527 -0.556
C -0.2334 -0.6622 -2.6448 -0.789
C -1.5536 0.2416 -2.2903 0.410
C -2.4029 -0.1428 -0.9110 -0.616
N -1.9314 1.2548 -3.1662 -0.559
P 2.4718 -1.7508 -0.0560 0.104
O 1.3987 -1.8947 1.3148 -0.469
O 2.2869 -3.2710 -0.9565 -0.504
H 0.6660 0.5046 2.0526 0.030
H 2.4069 1.4172 1.9424 -0.014
H 1.2116 1.6649 3.4645 0.340
H 0.9764 3.8157 1.8124 0.214
H -0.5901 2.7813 1.9982 0.284
H 0.0275 3.6556 -0.4877 -0.222
H -0.5992 1.8762 -0.2402 -0.479
H 1.9036 2.9227 -1.7436 0.221
H 2.5887 2.2444 -0.1213 -0.052
H 4.3587 0.2253 -2.9562 0.199
H 3.2292 -1.0353 -3.9442 0.088
H 1.1078 2.0431 -3.8698 0.232
H 3.4487 1.9157 -6.3171 0.280
H -0.4611 -1.7582 -2.2295 0.168
H -0.0667 -0.7649 -3.8064 0.330
H -2.6309 0.9095 -0.3957 0.272
H -1.6268 -0.6833 -0.2036 -0.001
H -3.3711 -0.7676 -1.1263 0.267
H -1.2591 1.2886 -3.9867 0.197
H 0.4767 -1.9388 0.9003 0.261
H 2.0692 -3.9754 -0.2574 0.248
C -1.1263 -5.9952 4.0988 -0.317
C -0.4720 -6.0535 2.9348 -0.475
C 0.7697 -5.2861 2.7147 0.325
O 1.3681 -5.3374 1.6490 -0.470
C 1.2610 -4.4536 3.8306 -0.207
C 0.6068 -4.3952 4.9946 -0.408
C -0.6350 -5.1626 5.2147 0.336
O -1.2334 -5.1114 6.2805 -0.551
H -2.0388 -6.5511 4.2765 0.431
H -0.8192 -6.6601 2.1069 0.444
H 2.1735 -3.8977 3.6529 0.399
H 0.9539 -3.7887 5.8225 0.427
C -1.5480 7.0065 -2.7127 -0.465
C -1.5706 6.7316 -4.0204 -0.385
C -1.9615 5.3971 -4.5160 0.476
O -1.9804 5.1440 -5.7127 -0.625
C -2.3278 4.3793 -3.5112 -0.444
C -2.3053 4.6543 -2.2034 -0.246
C -1.9144 5.9887 -1.7078 0.474
O -1.8954 6.2419 -0.5111 -0.606
H -1.2630 7.9798 -2.3323 0.434
H -1.3053 7.4675 -4.7700 0.528
H -2.6128 3.4060 -3.8915 0.531
H -2.5706 3.9183 -1.4539 0.385
C 6.7287 3.0634 4.2866 -0.376
C 5.9634 2.3068 3.4940 -0.401
C 5.1063 2.9098 2.4542 0.203
O 4.4040 2.2183 1.7297 -0.385
C 5.1290 4.3802 2.3233 -0.249
C 5.8944 5.1368 3.1159 -0.365
C 6.7514 4.5338 4.1557 0.374
O 7.4537 5.2254 4.8802 -0.584
H 7.3625 2.6372 5.0546 0.388
H 5.9362 1.2269 3.5771 0.445
H 4.4952 4.8064 1.5553 0.463
H 5.9215 6.2167 3.0328 0.401
C -4.7233 9.7625 -7.5993 -0.381
C -3.9620 9.5223 -6.5274 -0.321
C -2.5562 9.0938 -6.6667 0.483
O -1.8592 8.8718 -5.6862 -0.597
C -2.0242 8.9428 -8.0356 -0.309
C -2.7855 9.1830 -9.1075 -0.385
C -4.1913 9.6114 -8.9682 0.370
O -4.8883 9.8334 -9.9488 -0.564
H -5.7565 10.0768 -7.5148 0.393
H -4.3373 9.6293 -5.5167 0.431
H -0.9911 8.6285 -8.1202 0.416
H -2.4102 9.0760 -10.1182 0.397
C -5.2071 -3.8323 9.7568 -0.389
C -4.4458 -4.0725 10.8287 -0.423
C -3.0400 -4.5010 10.6894 0.322
O -2.3430 -4.7230 11.6699 -0.558
C -2.5080 -4.6521 9.3205 -0.267
C -3.2693 -4.4119 8.2486 -0.251
C -4.6751 -3.9834 8.3879 0.291
O -5.3721 -3.7614 7.4074 -0.556
H -6.2402 -3.5181 9.8414 0.410
H -4.8211 -3.9655 11.8394 0.402
H -1.4748 -4.9663 9.2359 0.435
H -2.8940 -4.5189 7.2379 0.638
C -4.2976 -4.9685 -2.0862 -0.433
C -5.0629 -5.7250 -2.8788 -0.382
C -5.9200 -5.1221 -3.9186 0.328
O -6.6223 -5.8136 -4.6432 -0.570
C -5.8973 -3.6516 -4.0496 -0.395
C -5.1320 -2.8951 -3.2570 -0.202
C -4.2749 -3.4981 -2.2172 0.370
O -3.5726 -2.8065 -1.4926 -0.455
H -3.6638 -5.3947 -1.3182 0.457
H -5.0901 -6.8049 -2.7958 0.389
H -6.5311 -3.2255 -4.8176 0.402
H -5.1048 -1.8152 -3.3400 0.464
C 6.1186 -8.1376 1.6357 -0.375
C 7.0637 -7.3032 1.1921 -0.368
C 6.7136 -6.0568 0.4828 0.301
O 7.5780 -5.2934 0.0747 -0.549
C 5.2795 -5.7676 0.2843 -0.247
C 4.3344 -6.6020 0.7279 -0.258
C 4.6844 -7.8484 1.4372 0.325
O 3.8200 -8.6118 1.8453 -0.575
H 6.3582 -9.0563 2.1571 0.401
H 8.1199 -7.5008 1.3305 0.403
H 5.0398 -4.8489 -0.2372 0.586
H 3.2781 -6.4044 0.5894 0.357
```

***

Formula: H24O12
Source: the OMol25 dataset
Level of theory: the ωB97M-V functional and the def2-TZVPD basis

Results
* spin multiplicity: 1
* SMILES string: O.O.O.O.O.O.O.O.O.O.O.O
* strongest force on any atom: 4.8 eV Å⁻¹
* HOMO level: -0.3747 Ha
* Kohn-Sham gap: 9.216 eV
* energy: -917.13900 a.u.

```
36
Properties=species:S:1:pos:R:3:mulliken_charge:R:1
O 0.6246 -0.2475 1.2875 -0.579
H 0.1931 -0.7321 0.5565 0.279
H 0.7623 0.6995 0.8949 0.299
O -3.3203 0.4835 -2.6732 -0.577
H -2.9341 0.9283 -1.9526 0.265
H -4.2768 0.4456 -2.5959 0.293
O -1.0056 2.6776 -1.5399 -0.548
H -1.6322 2.6559 -0.7426 0.338
H -0.1457 2.9661 -1.2594 0.196
O -2.1093 -2.9982 3.6748 -0.581
H -2.2188 -3.9197 3.8627 0.302
H -2.0930 -2.5550 4.5696 0.301
O 0.3248 4.4363 4.3885 -0.629
H 0.5626 3.9723 3.5807 0.295
H 0.0416 5.3244 3.9535 0.335
O 4.0015 0.8325 -0.7258 -0.661
H 3.5734 0.5563 -1.6276 0.286
H 3.5703 1.6763 -0.6441 0.351
O 0.8027 0.8682 -3.4080 -0.588
H 1.8122 0.8646 -3.4826 0.312
H 0.6110 0.5870 -2.5345 0.271
O 2.7243 3.5733 -1.3722 -0.619
H 2.6771 4.0163 -0.5864 0.303
H 1.8484 3.3569 -1.7377 0.336
O -2.3882 -3.5343 0.4548 -0.591
H -1.7813 -4.2938 0.7267 0.279
H -1.8821 -2.7341 0.5466 0.280
O 4.4034 -0.0790 1.9968 -0.650
H 3.6712 -0.0230 2.6100 0.306
H 4.0841 0.1458 1.0491 0.378
O -0.6149 -4.3536 -0.9042 -0.601
H -0.4015 -5.2070 -0.4592 0.313
H -0.3574 -3.8033 -0.2403 0.283
O -3.2940 -2.0536 -2.1558 -0.571
H -2.3600 -1.9164 -2.1475 0.257
H -3.4734 -2.6162 -1.3631 0.340
```

***

Formula: C2H7N3OS
Source: the OMol25 dataset
Level of theory: the ωB97M-V functional and the def2-TZVPD basis

Results
* spin multiplicity: 1
* SMILES string: C/N=C(\NO)NS
* strongest force on any atom: 2.2 eV Å⁻¹
* HOMO level: -0.3320 Ha
* Kohn-Sham gap: 9.662 eV
* energy: -718.00705 a.u.

```
14
Properties=species:S:1:pos:R:3:mulliken_charge:R:1
C -0.2591 1.7794 -0.8975 -0.889
N -0.7599 0.4398 -0.6220 -0.467
C -0.0578 -0.3212 0.0855 0.624
N 1.1162 0.0783 0.7811 -0.206
O 1.9142 -0.9473 1.2678 -0.421
N -0.4377 -1.6235 0.4286 -0.357
S -1.8475 -2.2671 -0.2086 -0.187
H -0.9456 2.3938 -1.5571 0.264
H 0.6937 1.8874 -1.4966 0.261
H -0.2152 2.4405 0.0481 0.301
H 1.6598 0.7683 0.2541 0.280
H 2.0715 -1.4508 0.4441 0.346
H -0.2231 -1.9329 1.3560 0.308
H -2.7095 -1.2446 0.1163 0.143
```

***

Formula: C13H16BrNOS2
Source: the OMol25 dataset
Level of theory: the ωB97M-V functional and the def2-TZVPD basis

Results
* spin multiplicity: 1
* strongest force on any atom: 17.4 eV Å⁻¹
* HOMO level: -0.2828 Ha
* Kohn-Sham gap: 8.006 eV
* energy: -4004.96871 a.u.

```
34
Properties=species:S:1:pos:R:3:mulliken_charge:R:1
C 3.9820 -2.1378 -1.9660 -0.799
H 4.0466 -2.6547 -3.0139 0.306
H 4.8665 -2.5060 -1.4717 0.339
H 4.2420 -1.1281 -2.2479 0.313
C 2.5942 -2.4137 -1.5239 -0.879
N 2.4605 -1.6141 -0.0546 -0.039
C 2.2136 -0.3371 0.0603 0.494
S 2.0373 0.7094 -1.5935 -0.340
S 2.1993 0.6025 1.3794 -0.185
C 1.9898 2.2474 0.9835 -1.228
C 0.7645 2.7547 0.0144 0.574
O 0.7691 3.6472 -0.7919 -0.539
C -0.3607 1.5069 -0.0624 0.701
C -0.7930 1.1520 1.2545 -0.600
C -1.9562 0.2532 1.0769 0.044
C -2.7161 0.0714 0.1478 -0.002
C -2.2155 0.5783 -1.0917 -0.599
C -1.1632 1.4842 -1.0390 -0.600
H -0.6851 2.1503 -2.0765 0.091
H -2.8467 0.6599 -1.9364 0.450
Br -4.2327 -1.0213 -0.0886 -0.162
H -2.4004 -0.1214 2.2636 0.073
H -0.2942 1.3198 2.2052 0.480
H 2.8103 2.7592 0.7575 0.675
H 1.7167 2.9794 1.6863 0.597
C 2.8419 -2.2389 1.1086 -1.247
C 4.2255 -2.3884 1.5700 -1.004
H 4.5673 -1.0102 1.6682 0.151
H 4.2384 -2.7532 2.6352 0.312
H 4.9016 -2.7216 0.9188 0.397
H 2.4740 -3.1886 0.8996 0.483
H 2.0864 -1.8725 1.7771 0.815
H 2.3447 -3.2406 -1.1617 0.485
H 1.7881 -1.9295 -2.0516 0.441
```